[1]
DFT (ωB97M-V with the def2-TZVPD basis set) results for a molecular structure, C14H19ClN2V in a non-equilibrium geometry.

Atoms and positions in Å:
H -2.29877 -1.03608 0.50502
H 2.62243 0.55412 0.49651
H 0.63318 -1.13923 -4.11590
H -0.36431 -0.99877 4.67425
H -2.35077 0.67262 0.07278
H -0.40876 -0.87387 2.90861
C -0.07387 -3.51891 -1.62573
C 0.53563 3.47947 -1.51768
N -0.01527 -1.28830 -0.77885
N 0.14509 1.25431 -0.73458
C 2.08099 -0.22309 1.04599
H -0.00703 2.91521 0.54783
H -1.89829 -0.92435 3.77410
H 0.22328 1.27270 3.81831
Cl 2.51567 -0.06256 2.71265
C 0.21630 -2.97966 -2.89903
C -0.80875 0.92675 3.79523
H 2.39558 -1.21939 0.71751
V 0.09644 -0.04255 0.54786
C 0.22528 -0.74659 -2.03793
C 0.37843 -1.58690 -3.13312
H -0.39489 -2.92837 0.47756
H 0.59885 4.56684 -1.30342
H 1.05153 3.61131 -3.61039
H -2.53611 0.19030 1.76529
H 0.32597 -3.66226 -3.74102
C -1.97636 -0.03193 0.84024
C -0.88192 -0.53923 3.84161
C 0.34721 0.71291 -2.00912
C 0.77338 2.93637 -2.79794
H 0.86958 1.09287 -4.05275
H -0.21756 -4.61021 -1.44167
H -1.38041 1.45129 4.55935
H -1.14306 1.25700 2.79958
C 0.67569 1.55257 -3.06354
C -0.17254 -2.63299 -0.55513
C 0.21812 2.59864 -0.48249

Cartesian forces (eV/Å) of the 2 atoms listed first:
H -0.1 0.2 0.1
H 0.1 -0.3 -0.1

Calculated values
- Molecular weight: 301.7 g/mol
- LUMO level (spin up / spin down): -0.06 / -0.65 eV
- Spin multiplicity: 4
- Calculated total energy: -2058.444633 Ha


[2]
DFT (ωB97M-V with the def2-TZVPD basis set) results for a molecular structure, C26H20Cl2IrN3 in a non-equilibrium geometry.

Atoms and positions in Å:
C -0.98211 -1.59461 -0.41519
H -1.05382 6.18829 -0.49942
C 2.89854 -0.81681 0.94763
Cl 0.85609 -2.08397 -3.34198
N 0.62274 -0.39959 1.53088
C -2.32606 4.48166 -0.50994
C -2.40568 3.07186 -0.47206
H -4.59519 0.46888 -0.49333
H 4.59111 -0.99362 2.25217
C -2.30276 -1.14087 -0.36508
H 5.34254 -1.21150 -1.95803
H -1.10712 -0.50698 4.38491
C 0.02404 2.97931 -0.33858
C -1.11286 5.10959 -0.46993
C 1.85736 -0.71255 1.98521
Cl 0.40933 0.75925 -2.86035
C 0.41656 -0.57621 -4.09787
C -2.44923 0.31079 -0.40064
H 1.14261 -0.30086 -4.85382
H 6.19733 -1.24998 0.39300
C -3.63839 2.37862 -0.50846
H 2.91798 -0.85732 -2.32812
H -4.55874 2.94545 -0.57243
N -1.28239 0.94618 -0.37504
H 0.31914 -3.30358 -0.44004
C 2.07438 -0.95766 3.32807
N 2.45006 -0.76217 -0.32937
C -1.75496 -3.85684 -0.33214
H -1.37211 -0.11155 1.95961
H -3.24371 5.05248 -0.56855
C 1.01242 -0.88302 4.21754
C 3.32502 -0.90703 -1.33131
C -3.66489 1.01579 -0.46359
H -4.37420 -1.71744 -0.24588
H -1.54257 -4.91769 -0.31997
H -0.59195 -0.63485 -4.48912
H 1.16811 -1.08166 5.26889
C -3.34809 -2.05835 -0.28970
C 0.06823 4.34813 -0.37946
C -0.24688 -0.56983 3.73471
H 1.02467 4.85164 -0.33605
C -0.40741 -0.34631 2.38139
H 3.05950 -1.22521 3.67831
C 5.14353 -1.12132 0.18667
H 0.95330 2.42441 -0.24537
C 4.24115 -0.97758 1.23133
H -3.87783 -4.13103 -0.21064
C -3.07049 -3.41483 -0.27129
Ir 0.43649 -0.18144 -0.45458
C -1.21658 2.31511 -0.39640
C 4.67711 -1.09542 -1.11514
C -0.70332 -2.94778 -0.40146

Cartesian forces (eV/Å) of the 2 atoms listed first:
C 0.4 -0.1 -0.1
H 0.0 0.0 0.0

Calculated values
- Molecular weight: 637.6 g/mol
- Charge: +2
- LUMO level: -6.94 eV
- ΔE to the lowest compared entry with this formula, charge and spin: 0.0 kcal/mol
- Calculated total energy: -2191.306006 Ha


[3]
DFT (ωB97M-V with the def2-TZVPD basis set) results for a molecular structure, C6H6.

Atoms and positions in Å:
C -0.77022 0.43956 0.46947
C 0.43150 -0.27846 0.57140
C -1.56947 -1.48959 -1.27468
H 1.62789 1.38213 -0.04731
H 2.41028 -0.20005 -0.37052
H 2.24921 0.38675 1.28820
C 1.75518 0.35744 0.30486
C -1.32858 1.63161 0.63672
H -2.06857 1.94774 -0.10444
H -2.09176 -2.19859 -1.88078
C -1.07257 -0.67381 -0.52503
H 0.42711 -1.30472 0.93210

Cartesian forces (eV/Å) of the 2 atoms listed first:
C -0.1 0.1 -0.1
C 0.4 0.0 0.3

Calculated values
- Molecular weight: 78.1 g/mol
- LUMO level (spin up / spin down): -0.85 / -0.73 eV
- ΔE to the lowest compared entry with this formula, charge and spin: 176.4 kcal/mol
- Calculated total energy: -231.945186 Ha


[4]
DFT (ωB97M-V with the def2-TZVPD basis set) results for a molecular structure, C4H6O.

Atoms and positions in Å:
H -0.98068 2.10473 -0.85127
H 0.58901 -1.12320 0.83715
C 0.28812 0.09404 -1.02392
H -1.56515 -2.33634 0.49951
O 0.29736 -0.47335 -2.08075
H 0.14183 1.60406 1.69340
C 0.19565 1.07335 0.74952
C -0.34021 1.32427 -0.45596
H -1.57875 -1.90632 -0.10664
C 0.92959 -0.19914 0.36098
H 2.02322 -0.16210 0.37798

Cartesian forces (eV/Å) of the 2 atoms listed first:
H 0.1 -0.1 0.0
H 0.0 0.1 -0.1

Calculated values
- Molecular weight: 70.1 g/mol
- LUMO level: 0.61 eV
- ΔE to the lowest compared entry with this formula, charge and spin: 40.8 kcal/mol
- Calculated total energy: -231.158755 Ha


[5]
DFT (ωB97M-V with the def2-TZVPD basis set) results for a molecular structure, C49H52NO3PRbSTe.

Atoms and positions in Å:
H 2.01095 -1.49775 2.58227
C 3.94452 -4.01625 -0.00838
N 2.76804 -1.90974 -0.26715
H -1.02764 -2.97261 -1.84418
C 1.76155 0.65635 -7.06931
H -4.21084 -1.79355 6.61347
C -3.95812 -0.96073 -3.54340
C -2.12741 4.67746 3.87869
C 5.10074 -2.05056 -0.76944
H 1.87523 1.96664 3.56929
C 1.66861 1.75207 2.51072
C 1.61744 -4.36833 -3.03116
Te -2.60624 0.62090 2.28026
C 1.58477 -5.19309 0.84382
C 3.92657 -5.39548 0.29134
C -2.10096 2.79675 -0.75389
P 0.14075 -0.51397 -3.41024
C 1.53864 -3.82158 0.59427
C -0.19460 3.71625 0.28744
C 0.69282 0.43393 -4.89968
C -3.08495 -1.46311 -5.74708
C 0.71112 2.55359 -6.05908
C 0.69661 -3.32046 -3.09726
C 3.81667 0.09678 -1.11377
H -1.91371 3.42545 -1.63077
H -2.51135 1.84404 -1.08303
H 0.66916 -5.65930 1.18464
C -2.64097 -0.75666 -2.97858
H -2.80700 3.30673 -0.08774
C -5.82179 -0.66651 5.75132
C 2.52353 -1.88326 -3.75449
H 1.24044 3.61232 -1.30221
H -1.42705 -3.39717 -3.50408
C -2.50216 -0.45940 -1.63412
H 2.71138 -7.02649 0.91373
H -1.53606 -0.42412 -1.16821
H -0.10664 2.19854 -2.88537
H 0.42963 3.60068 -6.09598
H 2.04214 -0.42549 4.02039
C -6.21913 0.14445 4.69642
O 2.03863 2.67207 0.28757
H -0.21386 3.84075 1.37761
H 2.30165 0.20083 -7.89133
C 2.95863 -4.19556 -3.32878
C -4.00905 0.00194 3.74603
H -0.57894 3.49697 -4.00817
C -2.03275 2.30396 3.43929
H -0.77192 1.17189 4.75744
O -0.87407 2.52716 -0.06958
H -5.62727 1.10818 2.87074
C 0.32922 1.79138 -4.95914
C 2.74802 -5.96455 0.69309
H 3.64455 -5.03090 -3.24944
C 5.12581 -3.36733 -0.43463
H 4.83631 -5.97890 0.19397
C -3.61704 -0.82151 4.79675
H 5.99368 -1.53932 -1.11028
H 6.04298 -3.94477 -0.50229
C 1.66640 -0.55460 2.99579
H -0.92547 5.38693 5.50966
Rb 0.61695 -0.10727 -0.24477
C -2.52230 3.57059 3.13383
C 2.37185 2.78141 1.66297
H -0.83056 -4.63690 -2.38048
H 1.64774 -1.16439 -5.96100
H -0.07902 3.13421 6.08685
C -0.76341 3.26024 5.25667
H -3.21622 3.69190 2.31006
H -3.36454 -0.46768 -0.97769
C -4.52160 -1.15180 5.79847
C 1.15930 -2.04935 -3.49078
C -1.15456 2.15562 4.50966
H 0.58083 1.80689 2.35759
H 1.72677 2.61710 -7.94977
H 1.67075 4.69228 0.04204
H -5.17865 -1.45066 -5.20395
H 3.44838 2.61513 1.74981
H 4.09718 0.73575 -0.27155
H 0.57221 -0.57573 3.01204
H 4.46855 -2.77394 -3.89967
H 4.49769 0.28772 -1.94408
H -0.97473 -1.35140 -5.94045
C -1.24238 4.52410 4.93640
S 0.08828 -2.92021 0.89971
H 2.14434 3.78440 2.04142
H -2.60627 -1.20974 4.83066
H -3.24983 -1.73750 -6.78133
O 2.16047 0.48361 2.15720
C -5.31569 0.47705 3.69397
C 3.41765 -2.93831 -3.69234
C -0.72974 -3.59649 -2.69150
H -7.23473 0.51760 4.65074
H 2.89512 -0.89654 -4.00994
H -0.69387 4.58694 -0.15244
H 2.80919 0.36663 -1.41636
C 1.22979 3.71947 -0.21684
H -4.80699 -0.85278 -2.87490
C -1.55578 -0.88614 -3.92998
C -1.81391 -1.23861 -5.26061
C 2.76453 -3.22897 0.09846
H 1.26577 -5.34303 -2.71090
C -4.16356 -1.30037 -4.84860
C 1.43279 2.00163 -7.10790
H -1.52218 1.99186 -3.89064
H -6.52638 -0.92535 6.53224
C -0.51267 2.41489 -3.87657
H -2.51205 5.65905 3.63012
C 1.39013 -0.11348 -5.97491
C 3.87306 -1.35295 -0.69892

Cartesian forces (eV/Å) of the 2 atoms listed first:
H 0.0 0.0 0.0
C -0.1 0.1 0.0

Calculated values
- Molecular weight: 979.1 g/mol
- Charge: -1
- LUMO level: 1.67 eV
- ΔE to the lowest compared entry with this formula, charge and spin: 6.0 kcal/mol
- Calculated total energy: -3210.506662 Ha


[6]
DFT (ωB97M-V with the def2-TZVPD basis set) results for 5 unconnected molecules or ions with the total composition C44H65ClF2N3O9P2S in a non-equilibrium geometry.

Atoms and positions in Å:
H 1.45959 4.93506 -1.50311
P -5.06426 2.01643 0.11184
H 2.96210 -1.50234 0.04791
C 4.41346 -1.66261 -2.78422
C 5.47330 -1.00980 -1.78327
N -3.36274 -0.76071 -2.75672
H 3.82504 -0.84636 -3.29784
O -3.27640 -0.04619 -1.57388
H -10.33951 -3.56536 -0.55069
C 3.92785 -3.40678 2.49866
H 2.68480 -1.66288 2.68349
C -0.77131 2.72912 -0.20657
C -7.47223 -4.14480 -2.26597
C 0.33693 0.43602 -0.57453
H 0.04779 5.77355 0.11323
C 0.10089 5.01490 0.93486
H 11.32988 1.62152 -2.69062
H 0.31902 2.94667 3.40198
C -3.25662 1.79380 0.43567
C -9.36105 -3.38298 -0.98000
C -0.14271 3.43969 -1.44996
C -8.74049 -2.15104 -0.79816
H -2.33548 7.53913 0.30156
C -7.90081 -3.16930 3.22613
H 12.84956 -0.04524 -3.70755
C 12.30333 -1.60723 -2.33751
H 7.66734 -1.61463 -1.97508
C 11.38049 0.61667 -2.28672
H -2.05286 5.53270 -0.28954
C -8.72605 -4.37970 -1.71203
S 0.65613 0.18473 3.01868
H -9.23672 -1.37301 -0.22940
O 1.12414 -0.58563 -0.01443
O 1.12589 2.91169 2.85408
H 2.76567 3.49697 0.09356
H -3.11260 0.71672 0.78168
C 4.15495 -4.70858 2.93023
C 2.24151 -4.56093 4.38586
C 3.31145 -5.28630 3.87235
C 2.33303 -0.92772 -0.70557
H -6.97999 -4.91991 -2.84220
H -7.72356 -2.09994 3.19302
N 3.46929 -2.59398 -2.12680
C -8.03143 -5.29671 2.10605
C -6.84957 -2.91513 -2.07924
C -8.35443 -5.91166 3.31063
H 12.96807 -2.33743 -2.78388
H -7.95405 -5.88688 1.19973
H 3.13845 1.11671 2.26869
H -9.20886 -5.34041 -1.85156
F -1.76923 0.90991 -2.88517
H -1.25215 3.40654 1.83772
H 1.43463 -2.80837 -1.57540
C -7.48320 -1.91888 -1.34425
H 3.48730 -6.30193 4.20699
H 10.04845 -1.29644 0.17611
C -2.30290 4.84705 0.57853
C -1.03097 -0.36440 -0.86555
O 5.59228 -1.71620 -0.52792
H -8.28973 -3.19559 5.33935
C -2.59099 5.84177 1.81352
C -8.45181 -5.15483 4.47343
H -1.93628 5.61963 2.70359
C -8.22028 -3.78466 4.43165
H 1.63110 2.63029 -3.54489
H 0.08881 5.53370 1.94075
H 11.57661 -2.95961 -0.83477
O -5.67787 1.49939 -1.15690
C 10.58979 0.26417 -1.19898
N -0.05489 1.52442 0.42634
H 6.96466 -0.99743 -3.52132
H 9.91815 0.99218 -0.75800
H 2.68193 4.09878 -3.51984
H 5.11643 0.04661 -1.56963
H 7.35082 0.15521 -2.18763
H -7.56265 -3.44591 1.12320
F 0.82336 0.76956 -1.80043
C 1.34481 3.81626 -1.68932
C 1.65366 3.72931 -3.27219
H 1.18907 -2.68814 4.36662
C -1.06342 3.90937 0.83182
H -3.07995 2.35903 1.41054
H -8.53034 -6.98076 3.34393
H 4.58293 -2.95872 1.75921
H -1.38561 7.78467 1.82470
C -2.18755 2.07661 -0.69396
C 12.23558 -0.31925 -2.85747
H -0.83362 -1.14989 -1.65475
Cl -3.05909 3.08362 -1.97489
H -5.87188 -2.73344 -2.50595
O -5.61431 3.61066 0.32027
C -2.35142 7.37538 1.41350
C 2.57118 3.17739 -0.98183
H 0.83224 4.24141 -3.84100
C 2.01947 -3.25620 3.96123
P 1.09923 1.67316 1.76696
H -3.65830 5.75275 2.17603
C 2.14635 -1.99087 -1.88718
H 3.00146 -0.06881 -1.00260
H 2.68920 2.06161 -0.99097
H 5.69845 -1.01196 0.13263
H -1.40024 -0.83160 0.09145
H 1.58188 -5.01271 5.11745
O 2.71937 1.35704 1.41681
H 3.38129 -3.47359 -2.63041
H -6.56635 3.61579 0.09524
H 3.49449 3.56070 -1.52416
H -3.29520 4.39685 0.35275
O -4.51628 -0.92919 -2.95045
C 2.86076 -2.67971 3.01664
H -3.17261 8.04603 1.81374
H 4.98947 -5.27374 2.53136
H 5.01377 -2.25591 -3.53586
H -6.02271 1.83774 2.06036
H -0.41541 2.83412 -2.37543
H 1.80847 -1.48259 -2.85086
C 10.66147 -1.02285 -0.67530
H -0.84001 1.04033 0.93056
C 6.92780 -0.87645 -2.39726
C -7.80872 -3.92508 2.06244
H 1.13331 4.56010 0.88783
C -2.00666 0.69818 -1.50660
H -8.70729 -5.63333 5.41180
C 11.51941 -1.95732 -1.24389
O -5.83679 1.16265 1.37701
H -0.73289 4.39660 -1.60591
H -6.99605 -0.96018 -1.19789

Cartesian forces (eV/Å) of the 2 atoms listed first:
H -0.2 -1.4 0.1
P -5.0 -1.2 -1.6

Calculated values
- Molecular weight: 947.5 g/mol
- Charge: +1
- LUMO level: -4.27 eV
- Calculated total energy: -4297.401431 Ha